{
  "formula": "H16O8",
  "method": "ωB97M-V with the def2-TZVPD basis set",
  "orbital_gap_ev": 10.639,
  "total_energy_ha": -611.42866,
  "relative_energy_kj_mol": 404.2,
  "total_charge": 0,
  "smiles": "O.O.O.O.O.O.O.O",
  "symbols": ["O", "H", "H", "O", "H", "H", "O", "H", "H", "O", "H", "H", "O", "H", "H", "O", "H", "H", "O", "H", "H", "O", "H", "H"],
  "xyz": [[0.357, 0.706, 0.311], [0.819, 0.022, -0.118], [1.056, 1.048, 0.981], [-3.080, 0.671, -0.937], [-3.405, -0.038, -0.372], [-3.860, 1.339, -0.823], [-0.817, 2.241, -3.704], [-1.134, 2.913, -3.063], [-0.258, 1.522, -3.209], [1.648, -3.222, 0.402], [0.874, -3.269, -0.024], [1.528, -2.605, 1.147], [-2.818, -2.163, -0.510], [-3.174, -2.185, -1.375], [-2.250, -2.998, -0.574], [-1.519, 0.697, 2.910], [-1.387, 1.213, 3.644], [-0.919, -0.093, 2.979], [3.493, 3.161, 1.264], [3.226, 2.540, 0.620], [2.682, 3.428, 1.791], [2.943, -1.207, -0.606], [3.283, -2.037, -0.990], [2.713, -1.685, 0.256]],
  "atomic_forces_ev_per_a": [[1.0967, 2.1721, 2.8190], [1.0478, -1.4610, -1.2083], [-1.9361, -0.7949, -1.7181], [-2.7099, 1.9423, 0.3696], [0.4633, -0.2958, 0.1150], [2.2849, -1.5733, -0.5077], [1.2821, -1.4069, 1.3091], [0.5485, -1.0325, -0.2623], [-1.8486, 2.4262, -1.0222], [4.3810, 0.1280, 3.5082], [-4.6051, -0.1395, -2.5249], [-0.3801, -0.7261, -0.3362], [1.9180, -2.3479, 0.9046], [-0.8929, 0.4924, -1.5444], [-1.0749, 1.7530, 0.6292], [0.2825, -3.1079, -2.7331], [0.5997, 1.7819, 2.8558], [-0.9466, 1.3867, -0.0479], [-0.8411, 1.6461, 2.3047], [-0.6649, -1.0342, -1.1330], [1.4915, -0.6146, -1.2141], [0.1549, -1.5809, 1.7919], [-0.0338, 0.7481, -0.6213], [0.3834, 1.6388, -1.7334]]
}

{
  "formula": "H16O8",
  "method": "ωB97M-V with the def2-TZVPD basis set",
  "orbital_gap_ev": 9.021,
  "total_energy_ha": -611.37222,
  "relative_energy_kj_mol": 552.4,
  "total_charge": 0,
  "smiles": "O.O.O.O.O.O.O.O",
  "symbols": ["O", "H", "H", "O", "H", "H", "O", "H", "H", "O", "H", "H", "O", "H", "H", "O", "H", "H", "O", "H", "H", "O", "H", "H"],
  "xyz": [[-0.499, -0.494, -0.807], [0.260, -0.310, -1.340], [-1.041, 0.307, -0.946], [0.068, -1.060, 0.956], [0.511, -0.222, 1.007], [0.651, -1.730, 1.022], [-5.639, -0.130, -0.684], [-4.937, -0.270, -0.092], [-6.343, 0.328, -0.236], [-1.888, -2.722, 1.188], [-1.027, -2.526, 1.259], [-2.157, -3.293, 1.917], [2.234, 2.234, -0.325], [1.757, 1.596, -0.792], [2.198, 3.025, -0.985], [-1.485, 4.192, 0.497], [-0.795, 3.709, 0.053], [-1.390, 5.161, 0.223], [1.851, -2.637, -1.140], [2.693, -2.895, -0.695], [1.840, -3.096, -1.989], [4.686, 0.114, 0.438], [4.632, 0.740, 1.197], [3.822, -0.021, 0.272]],
  "atomic_forces_ev_per_a": [[-2.5694, 2.6838, -4.3617], [0.8608, -0.1879, -0.8485], [-0.1374, -0.4792, -0.2225], [-1.4791, 1.4327, 4.6736], [0.3508, 0.0522, 0.1663], [3.6746, -3.2281, 0.4687], [-1.1078, -0.0082, -1.7831], [1.2767, -0.2103, 1.3614], [-0.1408, 0.1965, 0.4210], [-5.6378, -1.7470, -0.3275], [4.5507, 1.2967, 0.6190], [0.2951, 0.1743, -0.2059], [0.8417, 3.8028, -0.8015], [-1.2262, -1.8575, -1.1110], [0.3155, -1.9796, 1.9029], [-0.3646, 2.2714, -0.2271], [0.4565, -0.0649, -0.2568], [-0.0692, -2.2106, 0.5095], [0.9177, -0.1348, 0.5361], [-0.9013, 0.1835, -0.7067], [0.0764, 0.0121, 0.2269], [4.2389, 1.4553, 2.0550], [0.4061, -0.5923, -0.8279], [-4.6282, -0.8610, -1.2599]]
}

{
  "formula": "H16O8",
  "method": "ωB97M-V with the def2-TZVPD basis set",
  "orbital_gap_ev": 10.409,
  "total_energy_ha": -611.37561,
  "relative_energy_kj_mol": 543.5,
  "total_charge": 0,
  "smiles": "O.O.O.O.O.O.O.O",
  "symbols": ["O", "H", "H", "O", "H", "H", "O", "H", "H", "O", "H", "H", "O", "H", "H", "O", "H", "H", "O", "H", "H", "O", "H", "H"],
  "xyz": [[0.168, 0.523, -0.251], [-0.438, 0.053, -0.777], [0.553, 1.119, -0.945], [-4.608, -0.574, -0.461], [-4.178, 0.321, -0.320], [-5.244, -0.545, 0.165], [-1.074, 1.172, -2.354], [-1.676, 0.370, -2.277], [-1.639, 1.738, -2.923], [0.730, 2.655, 2.216], [0.480, 2.023, 1.476], [0.954, 3.455, 1.748], [-3.570, -3.602, -0.136], [-3.693, -3.186, -0.974], [-2.707, -3.688, 0.063], [4.376, -0.482, -1.354], [5.056, -1.129, -0.979], [4.375, 0.308, -0.794], [1.729, 1.530, 0.177], [1.836, 2.104, -0.571], [2.363, 1.960, 0.830], [2.016, -2.365, 2.594], [1.509, -1.547, 2.570], [2.681, -2.212, 3.277]],
  "atomic_forces_ev_per_a": [[-1.9172, -0.8864, -1.3853], [-1.5389, -1.2645, -0.5904], [-1.4804, -1.6085, 1.0344], [4.0450, 2.0310, -2.8145], [-0.5268, -1.6487, -0.4629], [-3.4560, -0.3370, 3.2128], [-2.4151, -0.8088, -1.1847], [1.1993, 1.3174, -0.0926], [0.6822, -0.2205, 0.3700], [-0.7245, -1.0626, -0.4368], [0.3189, 0.9633, 1.1980], [-0.0419, 0.4057, -0.1000], [-4.7910, -0.2295, -0.0014], [0.1990, 0.4951, -0.6584], [4.5782, -0.2861, 0.7318], [1.3074, -1.1351, 0.5768], [-1.4681, 1.6123, -0.6011], [0.1275, -0.5015, 0.0062], [6.3188, 3.1628, 2.9238], [0.4065, 0.6924, -0.8076], [-0.8175, -0.7047, -0.8901], [0.1653, 0.0790, 0.2249], [-0.0283, 0.0047, -0.1117], [-0.1427, -0.0697, -0.1411]]
}

{
  "formula": "H16O8",
  "method": "ωB97M-V with the def2-TZVPD basis set",
  "orbital_gap_ev": 10.611,
  "total_energy_ha": -611.44400,
  "relative_energy_kj_mol": 363.9,
  "total_charge": 0,
  "smiles": "O.O.O.O.O.O.O.O",
  "symbols": ["O", "H", "H", "O", "H", "H", "O", "H", "H", "O", "H", "H", "O", "H", "H", "O", "H", "H", "O", "H", "H", "O", "H", "H"],
  "xyz": [[0.564, -0.791, -0.144], [0.636, -1.737, -0.065], [1.479, -0.414, -0.125], [2.363, 2.506, 1.445], [2.484, 1.535, 1.560], [1.721, 2.634, 2.096], [-1.458, 1.189, 1.936], [-1.437, 0.242, 2.137], [-2.118, 1.506, 2.520], [1.682, -0.081, -3.316], [0.832, 0.112, -2.954], [2.325, -0.194, -2.537], [-2.529, -1.242, -2.410], [-2.936, -0.769, -3.205], [-2.958, -1.025, -1.576], [4.065, -0.730, 1.866], [3.913, -1.649, 1.581], [3.250, -0.335, 1.671], [-1.051, 0.570, -3.644], [-1.516, 1.453, -3.686], [-0.252, 0.797, -4.107], [-3.136, -0.851, 3.685], [-2.600, -1.142, 2.929], [-3.324, -1.585, 4.345]],
  "atomic_forces_ev_per_a": [[1.0016, 1.2110, 0.1695], [0.2675, -0.5065, -0.0975], [-1.2646, -0.7000, -0.0626], [1.5692, -1.9045, -1.1625], [0.2157, 1.1365, -0.4205], [-1.8523, 0.8930, 1.5875], [0.9620, -0.9180, -0.7245], [0.2885, 0.4496, -0.2533], [-1.0928, 0.6418, 0.9584], [2.7558, -0.4485, 1.0623], [-0.9263, -0.0756, 1.0599], [-1.7487, 0.3544, -1.8648], [-0.5753, 0.1097, -1.4632], [0.7307, -0.8127, 2.2250], [-0.3300, 0.3656, -0.4988], [1.4566, -1.6048, 0.0511], [0.3652, 0.4140, 0.2607], [-1.8104, 1.0412, -0.2761], [-1.1017, 1.9702, -0.1276], [0.5058, -1.4426, 0.3314], [0.6876, -0.0449, -0.7636], [-0.3137, -0.6671, 0.9432], [-0.5227, -0.6103, 0.8084], [0.7324, 1.1485, -1.7425]]
}

{
  "formula": "H16O8",
  "method": "ωB97M-V with the def2-TZVPD basis set",
  "orbital_gap_ev": 10.493,
  "total_energy_ha": -611.45640,
  "relative_energy_kj_mol": 331.4,
  "total_charge": 0,
  "smiles": "O.O.O.O.O.O.O.O",
  "symbols": ["O", "H", "H", "O", "H", "H", "O", "H", "H", "O", "H", "H", "O", "H", "H", "O", "H", "H", "O", "H", "H", "O", "H", "H"],
  "xyz": [[24.564, 25.365, 1.282], [25.118, 24.551, 1.444], [23.870, 24.932, 1.885], [28.097, 22.523, 3.118], [28.783, 22.238, 2.458], [27.246, 22.722, 2.553], [24.479, 22.483, -0.665], [23.615, 22.344, -0.248], [24.410, 23.377, -0.845], [26.263, 19.657, 0.123], [26.753, 19.313, -0.632], [26.703, 20.082, 0.825], [25.863, 22.722, 1.552], [25.349, 22.396, 2.248], [25.404, 22.290, 0.852], [26.880, 22.149, -1.989], [25.980, 22.446, -1.651], [27.441, 22.889, -1.840], [27.733, 24.364, 0.275], [27.784, 23.728, 0.979], [28.540, 24.543, -0.069], [24.366, 22.225, 3.867], [23.696, 22.835, 4.129], [24.413, 21.381, 4.518]],
  "atomic_forces_ev_per_a": [[-1.1768, -3.0255, 2.0615], [0.7308, 1.1544, -0.9784], [0.4724, 1.8519, -1.2118], [-0.9414, 0.2027, -2.1808], [-1.0623, 0.3624, 0.9671], [2.3687, -0.7993, 1.3643], [-1.1121, -2.5643, 0.7385], [0.1271, -0.5819, -0.2379], [0.1762, 3.3766, -0.6544], [-2.2804, -1.1058, -1.1486], [0.5820, 0.6599, 0.7160], [1.6401, 0.5256, 0.5318], [1.2251, 1.0363, -0.2212], [-1.2121, -0.6127, 2.8242], [-0.0256, -0.3629, -2.1673], [-2.1610, -0.3342, 0.1802], [1.9104, -0.9319, -0.6580], [0.6872, 0.9767, 0.2979], [-4.1798, -0.2508, 0.7405], [0.3113, -0.2573, 0.2937], [3.9640, 0.7062, -1.2698], [1.2422, -3.6766, 1.4275], [-0.7882, 0.2693, 0.7771], [-0.4975, 3.3814, -2.1921]]
}

{
  "formula": "H16O8",
  "method": "ωB97M-V with the def2-TZVPD basis set",
  "orbital_gap_ev": 10.590,
  "total_energy_ha": -611.46882,
  "relative_energy_kj_mol": 298.8,
  "total_charge": 0,
  "smiles": "O.O.O.O.O.O.O.O",
  "symbols": ["O", "H", "H", "O", "H", "H", "O", "H", "H", "O", "H", "H", "O", "H", "H", "O", "H", "H", "O", "H", "H", "O", "H", "H"],
  "xyz": [[-0.751, -0.300, 0.054], [-0.033, 0.337, -0.027], [-1.478, 0.211, 0.429], [-0.642, 0.034, 4.335], [-0.318, 0.217, 3.445], [-0.520, -0.917, 4.437], [-4.598, -2.584, -1.759], [-4.123, -2.194, -1.017], [-5.486, -2.737, -1.414], [-4.842, 2.405, -0.738], [-4.489, 1.530, -0.938], [-4.697, 2.505, 0.210], [1.716, 3.705, -0.239], [2.373, 3.805, -0.936], [1.678, 4.574, 0.175], [3.879, 1.029, -2.249], [4.560, 0.348, -2.200], [3.071, 0.539, -2.440], [2.662, -3.097, -0.645], [2.471, -3.776, 0.012], [3.477, -2.689, -0.330], [2.444, -1.206, 0.970], [3.013, -0.708, 1.567], [1.553, -0.918, 1.199]],
  "atomic_forces_ev_per_a": [[0.0534, 0.0930, 0.3088], [-0.0075, 0.0518, -0.2135], [0.0473, -0.0291, -0.0495], [0.0736, -0.1042, -0.1561], [-0.0456, 0.0205, 0.0852], [-0.0377, 0.0722, 0.0429], [-0.0949, 0.0946, 0.2012], [0.0538, -0.0833, -0.1084], [0.0534, -0.0193, -0.0910], [0.1190, -0.1527, 0.1774], [-0.0666, 0.0772, -0.1099], [-0.0636, 0.0736, -0.0817], [0.0446, 0.1625, 0.0101], [-0.0097, -0.1510, 0.0157], [-0.0456, -0.1018, -0.0120], [-0.0009, -0.1089, -0.0288], [-0.0594, 0.0969, 0.0009], [0.0320, 0.0281, 0.0485], [0.2935, -0.8026, -0.5456], [-0.0142, 0.1321, -0.0887], [-0.3427, 0.0415, 0.0233], [0.1350, 0.6720, 0.6946], [-0.0351, 0.1055, 0.0236], [-0.0820, -0.1687, -0.1471]]
}

What is the formula in the second record? H16O8